No. 1
DFT (ωB97M-V with the def2-TZVPD basis set) results for an isolated molecule of C4H10N2OS in a non-equilibrium geometry.

Geometry (Å):
H 1.0097 0.6399 0.9165
H 2.1976 -0.2377 -1.1026
S 2.3991 2.1545 -1.3330
N 0.5143 -1.7421 0.6415
C 0.5052 0.5868 -0.0474
H 0.9232 0.5427 -2.1019
C -1.7256 -0.7204 0.5002
C 1.5035 0.5670 -1.1828
N -2.2637 0.4805 0.8800
H 0.2428 -1.8114 1.6146
H -1.7967 1.3155 0.5763
H 0.3611 -2.6607 0.2480
O -2.3505 -1.7565 0.5970
H 2.5799 2.4223 -0.0349
C -0.2864 -0.7193 -0.0347
H -0.0970 1.4941 -0.1271
H -0.4603 -1.0798 -1.0519
H -3.2561 0.5247 1.0423

Calculated values
Electronic energy: -20173.5214 eV
Highest occupied orbital energy: -0.33586 Ha
Relative energy (zero: lowest compared OMol25 entry of this formula, charge and spin): 38.7 kJ/mol
SMILES string: NC(=O)[C@H](N)CCS



No. 2
DFT (ωB97M-V with the def2-TZVPD basis set) results for a structure of composition C18H38B3BrO12S4.

Geometry (Å):
C 4.0757 0.2211 1.3327
O 1.8662 -2.5904 1.1632
H 3.0039 -2.7886 6.7683
H -4.4202 -1.2529 -0.7989
Br -1.1891 -5.9114 -2.3082
C 4.0306 -2.7551 6.4100
H 6.2315 -1.7353 8.8449
C 5.3705 -1.6689 8.1824
C -0.2766 1.3915 -4.4721
O -5.2324 1.6410 0.7301
H -1.5014 4.2899 0.5121
C -3.5883 4.7530 0.0429
H -5.7033 4.1537 -0.0328
H -5.3601 -0.3383 -1.9626
H 5.9544 -3.4516 7.1108
S 1.8133 -1.1534 1.0872
H -6.1278 -1.5433 -0.9159
H 0.1714 3.3495 -5.3904
O -0.8233 -1.0772 -1.1626
H -2.0671 1.6968 0.1798
H 4.1487 -3.4261 5.5635
H 5.5613 0.3475 7.3061
O -1.7438 -3.3083 -1.2638
H -4.8653 4.0783 -1.6024
O 4.9026 -1.1063 4.5197
C 5.0442 -3.0201 7.5308
B -2.0652 -4.1994 -2.2638
C -2.7360 2.5033 0.4740
H 1.1609 1.9917 -5.9941
H -1.1550 1.8231 -3.9879
H 6.5840 -0.9025 6.5445
O -0.3234 1.8494 -8.1870
H 2.7506 1.4717 0.1602
C -2.3322 3.8751 -0.0564
H 3.2216 -1.4086 -0.7807
B -3.5124 -2.5935 -2.8512
H -2.5675 0.4080 -6.0872
O -4.1529 1.5857 -1.5319
O -2.9701 -3.8487 -3.2096
C -5.2449 -1.3069 -1.5046
H 4.5190 -1.3231 8.7717
H -3.7821 4.9942 1.0896
C -5.0262 -2.4180 -2.5509
C 3.4095 0.6144 0.0051
H -0.6311 -1.2338 -0.2283
H 4.6474 -3.7317 8.2523
C 2.5878 -0.5963 -0.4268
S 4.3394 -1.0748 5.8486
H -2.0179 3.7913 -1.0989
H -5.6031 -2.2218 -3.4527
C -1.5109 0.3443 -6.3395
B -1.7025 -1.9710 -1.6703
O -2.5823 -1.5820 -2.6635
H -3.4683 5.6929 -0.4931
H 0.5009 1.2821 -3.7175
H -1.3658 -0.3697 -7.1457
H -1.1704 -0.5955 -4.4082
C -4.7594 3.9426 -0.5282
S -1.0050 1.9691 -6.9239
H -5.3736 -3.3686 -2.1461
O -2.1083 2.8833 -6.7722
S -4.3468 2.2128 -0.2507
C 0.1811 2.2868 -5.6198
H 2.4716 0.3156 2.8168
C 2.9993 -0.4218 2.2149
H 0.2660 -0.4742 -5.4170
O 3.1852 -0.2634 6.1363
H 4.8740 -0.4987 1.1443
H 3.4021 -1.1975 2.8513
C 5.6302 -0.7021 7.0311
H -2.8624 2.5108 1.5561
H 1.8128 -0.3780 -1.1586
C -0.6443 0.0458 -5.1102
O 0.5389 -0.4741 1.2261
H 4.1413 0.8876 -0.7537
H 4.5211 1.0788 1.8326

Calculated values
Electronic energy: -159273.8734 eV
Highest occupied orbital energy: -0.37389 Ha



No. 3
DFT (ωB97M-V with the def2-TZVPD basis set) results for a cluster of 2 separate species, C6H15N2 in total in a non-equilibrium geometry.

Geometry (Å):
H -1.1216 -0.3161 3.0138
H 0.3470 1.6229 2.4978
C 0.7212 1.1363 1.6010
H 1.6897 -1.0442 -3.0001
C 1.1149 -0.1079 -3.0888
H 0.1800 -1.8971 -1.5486
N 1.1376 0.7644 -2.0079
C -0.7476 -0.8496 2.1444
H -1.2979 1.6747 -0.2019
H 0.1094 -1.4441 2.4517
H 1.6305 0.5999 1.8578
H -2.3762 0.3429 0.2463
H 0.9555 1.8956 0.8585
H -1.5371 -1.5085 1.7877
N -0.1298 -1.6575 -0.6059
H 1.6025 0.4532 -3.9077
H 0.0861 -0.2825 -3.4167
H -1.9370 1.5643 1.4406
C 0.0734 -0.4970 -0.1405
H -0.6195 -2.4095 -0.1095
C -0.3460 0.1764 1.0684
H 2.0399 0.7947 -1.5339
C -1.5748 0.9887 0.5934

Calculated values
Electronic energy: -9435.2437 eV
Highest occupied orbital energy (spin up / spin down): -0.51206 / -0.51568 Ha
Relative energy (zero: lowest compared OMol25 entry of this formula, charge and spin): 456.2 kJ/mol
Charge: +1



No. 4
DFT (ωB97M-V with the def2-TZVPD basis set) results for an isolated molecule of C5H6O in a non-equilibrium geometry.

Geometry (Å):
H -0.4910 0.6821 1.3203
C 1.6560 0.3539 -0.3752
C -2.0753 -0.2236 0.2843
H -0.2563 -1.0170 1.0756
C 2.7923 0.0364 -0.1155
H -0.2413 0.9417 -1.3244
O -2.5873 0.0235 -0.7808
H 0.5232 -0.5909 -1.4287
H -2.7019 -0.5352 1.1513
C -0.5944 -0.1136 0.5538
H 3.7188 0.2483 0.3432
C 0.2573 0.1946 -0.7040

Calculated values
Electronic energy: -7326.8182 eV
Highest occupied orbital energy: -0.36335 Ha
Relative energy (zero: lowest compared OMol25 entry of this formula, charge and spin): 238.0 kJ/mol
SMILES string: C#CCCC=O



No. 5
DFT (ωB97M-V with the def2-TZVPD basis set) results for the ion C4H11N2S with charge +1 in a non-equilibrium geometry.

Geometry (Å):
H 2.6688 -1.4153 -0.6943
H 1.4351 0.5345 1.5306
H 3.3725 1.0977 0.5239
H 2.8326 0.9313 -1.1600
H -1.7799 1.6010 -1.1165
C -2.1404 1.4184 -0.0767
S -1.1754 -0.0726 0.5437
H -1.6540 -2.3000 -0.1991
N 2.5693 -0.7453 0.0884
H 3.0996 -1.0397 0.9262
H -3.0861 -1.5691 0.5056
C 1.3925 0.1470 0.4721
N 0.2038 -0.0598 -0.3784
H -1.9638 2.2435 0.5683
H -3.2203 1.3243 -0.1309
H -2.9135 -1.4517 -1.0642
C 2.6347 0.7573 -0.1591
C -2.2754 -1.4015 -0.1796

Calculated values
Electronic energy: -18131.7716 eV
Highest occupied orbital energy: -0.46797 Ha
Relative energy (zero: lowest compared OMol25 entry of this formula, charge and spin): 361.6 kJ/mol
Charge: +1



No. 6
DFT (ωB97M-V with the def2-TZVPD basis set) results for a cluster of 2 separate species, C13H5F3N5O6S in total in a non-equilibrium geometry.

Geometry (Å):
O -0.5067 -2.7819 -2.0029
F 0.6529 3.6908 -0.0336
S 1.4119 0.7928 5.8278
C -0.7939 -2.9284 0.1463
C 1.5678 2.3570 1.7293
F 2.6873 2.9042 -0.3077
H -0.1809 2.8068 4.6038
C 2.6959 1.6974 2.2285
C -2.9886 -1.8296 0.4077
C -0.7578 -3.1899 1.5886
H 3.4935 1.4129 1.5465
F 0.9567 1.5511 -0.4424
N -4.1207 -1.1528 0.0475
H -1.9147 -3.0438 3.4422
C -1.9019 -2.2487 -0.3904
C 2.7790 1.4009 3.5742
N 0.2245 -4.0136 2.2593
N -4.1614 -1.6465 2.3004
O 1.3220 -4.2975 1.7520
C 0.5400 2.7751 2.5822
C 0.6124 2.4886 3.9300
C 1.6460 1.6307 4.4140
N 0.0548 -3.3007 -0.8535
N -1.7045 -2.1005 -1.7520
O -4.6770 -1.6747 3.4064
H -0.3139 3.3108 2.1787
C -2.9426 -2.1257 1.7886
O -4.8233 -1.0183 1.2192
C -1.8575 -2.7950 2.3852
O -2.2871 -1.5412 -2.6655
O -0.1132 -4.4449 3.3899
C 1.4653 2.6262 0.2476
H 3.6543 0.8906 3.9707

Calculated values
Electronic energy: -52274.8816 eV
Highest occupied orbital energy: -0.11814 Ha
Relative energy (zero: lowest compared OMol25 entry of this formula, charge and spin): 52.7 kJ/mol
Charge: -1



No. 7
DFT (ωB97M-V with the def2-TZVPD basis set) results for a structure of composition C16H11F3N3O4S3 in a non-equilibrium geometry.

Geometry (Å):
C -0.0231 1.3508 -2.2209
C -1.8557 -0.9277 4.3564
H 0.6959 -2.4218 1.8277
C -1.2453 -1.5460 2.1171
O -1.5023 -0.8233 -2.7170
F 1.6450 0.3465 1.4574
H -1.0943 2.1173 -3.9178
O -1.0307 -2.8388 -0.1359
H -2.5922 -0.5380 5.0639
H 1.3905 -2.0132 4.1966
H 1.3315 -1.8537 -0.8198
C -0.1898 2.2096 -3.3121
C 0.7502 1.3694 1.6007
H 3.0328 2.3244 -1.1110
C 1.9703 3.1967 -2.7840
C 0.3757 -1.7644 3.8749
C 1.5086 -1.1397 -2.8279
S -0.7696 1.1415 0.6617
C 0.8314 -1.7916 -1.7873
C 0.1099 -2.9192 -2.2240
C -2.2112 -1.0890 3.0193
C -0.5644 -1.2601 4.7814
H 0.7031 3.8049 -4.4289
H -0.2831 -1.1070 5.8263
O -3.0593 -1.3806 0.2124
N -0.3626 -3.9069 -2.6537
O -2.5698 1.0986 -1.5163
C 0.0183 -1.9588 2.5427
C 2.1256 2.3203 -1.7169
N 2.0905 -0.6024 -3.6927
H 1.3079 0.6807 -0.6570
N -0.7332 -0.2999 -0.3261
F 1.3530 2.5301 1.2260
C 1.1282 1.3867 -1.4518
H -3.2119 -0.8682 2.6537
F 0.4215 1.4744 2.9116
H 2.7632 3.9130 -3.0001
S -1.4141 0.3064 -1.8384
C 0.8164 3.1364 -3.5787
S -1.6571 -1.6574 0.3885

Calculated values
Electronic energy: -70085.8186 eV
Highest occupied orbital energy: -0.11305 Ha
Charge: -1



No. 8
DFT (ωB97M-V with the def2-TZVPD basis set) results for a cluster of 2 separate species, C5H9NO2 in total in a non-equilibrium geometry.

Geometry (Å):
O 2.3404 1.2376 0.3406
H 1.5962 0.5485 -2.2804
H -1.3520 1.5153 1.8840
H -0.6481 -1.5170 1.6085
H -0.3125 -2.0744 -2.0263
C 0.1426 0.3533 0.8924
O 0.3772 -1.3969 -2.1047
C -1.1985 1.0248 0.9171
C 0.2788 -0.9355 1.6464
H 1.0780 -1.5536 1.2265
C 1.2047 0.8871 0.2825
C -0.1409 -0.1699 -2.0398
H 0.5164 -0.7452 2.6989
H -1.2243 -0.1138 -1.9027
H -2.0141 0.3055 0.7790
N 0.6482 0.8609 -2.0472
H -1.2923 1.7733 0.1252

Calculated values
Electronic energy: -10913.5995 eV
Highest occupied orbital energy: -0.28289 Ha
Relative energy (zero: lowest compared OMol25 entry of this formula, charge and spin): 287.2 kJ/mol
SMILES string: CC(C)=C=O.[H]/N=C\O